[1]
{
  "formula": "C2H3NO2S",
  "method": "ωB97M-V with the def2-TZVPD basis set",
  "total_energy_ha": -681.342856,
  "relative_energy_ev": 3.169,
  "smiles": "O=C(C=S)NO",
  "homo_energy_ev": -9.18,
  "total_charge": 0,
  "elements": ["O", "C", "C", "S", "N", "O", "H", "H", "H"],
  "coordinates": [[-0.5105, -1.9786, -0.1863], [-0.2238, -0.8222, 0.0491], [0.7069, -0.2080, 1.0809], [1.9903, -1.0402, 1.6207], [-0.7539, 0.1773, -0.7635], [-0.0690, 1.3136, -0.9273], [0.5304, 0.7648, 1.5148], [-0.9808, -0.2205, -1.6662], [-0.6896, 2.0139, -0.7221]],
  "atomic_forces_ev_per_a": [[0.524, 0.831, 0.958], [-0.004, 0.663, -0.822], [0.939, -1.837, 0.900], [-0.637, 0.420, -0.376], [-1.454, -2.604, -0.318], [1.486, 2.034, -0.017], [-0.411, 0.198, -0.346], [-0.351, -0.068, -0.063], [-0.091, 0.362, 0.084]],
  "lowdin_charge": [0.072, -0.530, -0.547, 0.761, -0.043, -0.023, 0.046, 0.150, 0.113]
}

---

[2]
{
  "formula": "C30H41ClN8OPrS",
  "method": "ωB97M-V with the def2-TZVPD basis set",
  "total_energy_ha": -3055.684434,
  "relative_energy_ev": 0.000,
  "spin_multiplicity": 3,
  "s2": 2.0020,
  "homo_energy_ev": [-14.84, -14.84],
  "total_charge": 3,
  "elements": ["Pr", "N", "C", "C", "C", "C", "N", "H", "H", "H", "H", "H", "H", "H", "H", "H", "H", "H", "H", "N", "C", "C", "C", "C", "C", "C", "N", "C", "C", "C", "S", "C", "N", "H", "H", "H", "H", "H", "H", "H", "C", "C", "C", "C", "C", "O", "C", "C", "C", "C", "C", "C", "Cl", "C", "C", "C", "N", "C", "N", "C", "N", "H", "H", "H", "H", "H", "H", "H", "H", "H", "H", "H", "H", "H", "H", "H", "H", "H", "H", "H", "H", "H", "H"],
  "coordinates": [[-1.0238, 0.9748, -2.2925], [1.5673, 0.4939, -2.3297], [2.0682, 1.8864, -2.1299], [1.5364, 2.7926, -3.2557], [1.0953, 4.1840, -2.7798], [-0.1421, 4.2005, -1.8797], [-1.3199, 3.5397, -2.5245], [2.0059, -0.0863, -1.6035], [1.9993, 0.1510, -3.1985], [3.1653, 1.9036, -2.1258], [1.7215, 2.2189, -1.1365], [0.6829, 2.2802, -3.7738], [2.3122, 2.9364, -4.0113], [0.9005, 4.8010, -3.6583], [1.9133, 4.6584, -2.2332], [-0.3710, 5.2485, -1.6469], [0.0662, 3.6782, -0.9354], [-1.4666, 4.0224, -3.4235], [-2.1379, 3.7967, -1.9560], [-5.0758, -1.0254, -2.4047], [-5.6955, 0.1987, -2.4004], [-7.0357, 0.5709, -2.3808], [-7.3002, 1.9237, -2.3796], [-6.2709, 2.8760, -2.3974], [-4.9416, 2.5103, -2.4205], [-4.6462, 1.1470, -2.4202], [-3.4311, 0.4763, -2.4341], [-3.7410, -0.8314, -2.4250], [-2.7433, -1.8891, -2.4254], [-2.9726, -3.2440, -2.4008], [-1.5158, -4.1267, -2.4070], [-0.6624, -2.6516, -2.4357], [-1.3991, -1.5605, -2.4431], [-5.5681, -1.9058, -2.4030], [-7.8310, -0.1577, -2.3697], [-8.3243, 2.2634, -2.3680], [-6.5372, 3.9221, -2.3942], [-4.1661, 3.2633, -2.4486], [-3.9111, -3.7581, -2.3820], [0.4140, -2.6331, -2.4541], [0.0141, -3.3378, 2.0910], [0.7245, -2.9418, 3.3930], [2.0587, -3.6982, 3.4471], [-0.1246, -3.3988, 4.5868], [0.9401, -1.3887, 3.4823], [1.3480, -1.0101, 4.7689], [1.9425, -0.8367, 2.4261], [3.4072, -0.7945, 2.9018], [4.2889, -0.3335, 1.7743], [5.0098, -1.2507, 1.0150], [5.7955, -0.8398, -0.0474], [5.8604, 0.5108, -0.3662], [6.8068, 1.0357, -1.7137], [5.1605, 1.4443, 0.3901], [4.3817, 1.0174, 1.4503], [-0.4441, -0.6505, 3.3667], [-0.6779, 0.1073, 2.1740], [-0.8733, -0.2519, 0.9085], [-0.9365, 0.8423, 0.1239], [-0.7825, 1.8586, 1.0311], [-0.6224, 1.4283, 2.2435], [-0.0138, -4.4218, 2.0253], [0.5473, -2.9677, 1.2152], [-1.0134, -2.9807, 2.0676], [1.8637, -4.7648, 3.5143], [2.6459, -3.4327, 4.3220], [2.6516, -3.5316, 2.5524], [-0.2460, -4.4770, 4.5673], [-1.1194, -2.9620, 4.5848], [0.3480, -3.1287, 5.5260], [2.0870, -1.5521, 5.0670], [1.6816, 0.1978, 2.1887], [1.8810, -1.4238, 1.5065], [3.7488, -1.7724, 3.2302], [3.4858, -0.0979, 3.7367], [4.9772, -2.3004, 1.2682], [6.3706, -1.5569, -0.6120], [5.2570, 2.4953, 0.1661], [3.8594, 1.7462, 2.0530], [-0.4523, 0.0771, 4.1826], [-1.2599, -1.3534, 3.5245], [-0.9908, -1.2606, 0.5578], [-0.8074, 2.9070, 0.7998]],
  "atomic_forces_ev_per_a": [[0.140, 0.064, 0.157], [0.458, -0.329, -0.070], [-0.062, 0.164, -0.026], [-0.176, 0.137, 0.326], [-0.278, -0.267, -0.056], [0.506, 0.207, -0.023], [-0.198, 0.345, -0.004], [-0.268, 0.080, -0.141], [-0.261, 0.040, 0.246], [-0.241, 0.034, 0.196], [0.179, -0.073, -0.238], [0.423, 0.287, -0.072], [-0.218, -0.246, -0.101], [0.038, 0.100, 0.010], [-0.009, 0.016, -0.064], [-0.035, -0.307, 0.119], [-0.060, 0.174, -0.116], [-0.096, -0.362, 0.289], [0.173, -0.051, -0.318], [0.638, -0.287, -0.008], [0.342, 1.153, -0.006], [0.072, -0.022, -0.013], [0.039, -0.124, 0.002], [0.104, 0.049, 0.003], [-0.022, -0.105, 0.005], [-0.893, -0.001, 0.023], [0.453, -0.824, -0.055], [-0.417, 0.233, -0.013], [-0.098, -1.128, 0.034], [0.158, 0.592, -0.011], [0.095, 0.784, -0.028], [-0.024, -0.263, -0.013], [-0.143, 0.141, 0.039], [0.127, -0.100, -0.008], [-0.081, -0.073, 0.001], [-0.074, 0.006, 0.008], [0.013, 0.072, -0.015], [-0.014, 0.038, -0.021], [-0.296, -0.145, -0.007], [0.146, 0.003, -0.006], [0.187, 0.101, 0.249], [-0.016, 0.060, 0.118], [-0.251, 0.130, -0.073], [0.116, 0.061, -0.100], [-0.132, -0.025, -0.784], [0.031, 0.177, 0.381], [0.037, -0.167, 0.496], [-0.107, 0.113, -0.228], [0.042, -0.028, -0.043], [-0.112, 0.155, 0.070], [0.074, 0.181, -0.157], [-0.206, -0.103, 0.141], [0.036, 0.039, -0.064], [0.120, -0.051, -0.208], [-0.067, -0.190, 0.014], [0.337, -0.818, 1.304], [-0.272, -0.191, -1.571], [-0.004, -0.132, 0.008], [-0.020, -0.285, 0.243], [0.020, 0.041, 0.073], [0.129, 1.269, 0.435], [-0.076, -0.123, -0.052], [0.069, -0.018, -0.158], [-0.224, 0.009, -0.017], [-0.028, -0.119, 0.020], [0.136, 0.001, 0.105], [0.157, 0.032, -0.101], [-0.016, -0.163, -0.031], [-0.160, 0.002, 0.046], [0.008, -0.042, 0.092], [0.027, -0.016, -0.003], [0.023, 0.014, -0.088], [0.015, 0.036, -0.083], [-0.015, 0.005, 0.107], [-0.002, -0.075, 0.039], [0.013, -0.129, 0.052], [0.064, -0.040, -0.085], [0.040, 0.124, -0.035], [-0.043, 0.126, 0.113], [-0.124, -0.104, -0.216], [-0.041, 0.187, -0.132], [0.101, -0.172, 0.123], [-0.004, 0.115, -0.022]],
  "lowdin_charge": [1.532, -0.064, -0.222, -0.180, -0.157, -0.219, -0.070, 0.113, 0.125, 0.138, 0.119, 0.077, 0.141, 0.133, 0.143, 0.146, 0.086, 0.134, 0.096, 0.219, -0.153, 0.029, -0.027, -0.036, -0.008, -0.198, -0.005, -0.241, -0.294, -0.275, 1.188, -0.406, -0.102, 0.189, 0.131, 0.128, 0.124, 0.091, 0.095, 0.097, -0.047, -0.511, -0.025, -0.019, -0.422, 0.014, -0.094, -0.130, -0.235, -0.027, -0.091, -0.685, 0.697, -0.117, -0.043, -0.011, -0.079, -0.081, -0.073, -0.160, 0.174, 0.099, 0.065, 0.074, 0.101, 0.095, 0.083, 0.100, 0.082, 0.099, 0.110, 0.107, 0.105, 0.103, 0.133, 0.119, 0.113, 0.106, 0.120, 0.157, 0.126, 0.128, 0.121]
}